(1)
DFT (ωB97M-V/def2-TZVPD) results for C30H29BrCl5N2O3S2Tl as an isolated structure in a non-equilibrium geometry.

Output
2S+1: 1
Charge: -2
Gap between HOMO and LUMO in eV: 5.94
Energy in eV: -199722.367

XYZ file:
```
73
Properties=species:S:1:pos:R:3:forces:R:3:mulliken_charge:R:1
Tl 1.02732 2.00418 -1.34421 0.165 -0.320 0.229 0.864
C -3.34582 -0.21040 5.61129 1.364 -1.326 -1.212 -1.882
C -1.82519 0.12079 5.53378 -0.440 -0.875 -1.278 2.456
C -1.61032 1.42429 6.19051 -0.931 1.937 0.652 -2.146
C -1.08137 -0.98112 6.27388 0.768 -0.307 1.374 -1.761
C -1.46218 0.18343 4.02744 -0.091 0.175 1.517 0.216
C -1.48595 1.43169 3.40372 0.103 -0.021 -0.945 -0.849
C -1.20302 1.46656 2.05689 -0.097 -0.688 0.226 0.228
Br -1.34241 3.14699 1.22190 0.085 0.436 -0.414 -0.280
C -0.85086 0.33006 1.26043 0.311 1.984 -1.174 0.871
O -0.53335 0.51061 0.02276 -0.171 -0.549 0.215 -1.076
C -0.86142 -0.89926 1.92699 -1.050 -0.635 0.968 -0.563
C -1.17981 -0.96284 3.28121 0.228 1.128 -0.421 -0.212
C -0.60191 -2.17869 1.20657 0.494 -0.982 -1.158 2.487
C -1.48275 -2.39867 -0.05819 -0.443 0.681 0.274 -1.891
C -0.87989 -3.43503 2.05929 0.763 1.085 0.694 -2.577
C 0.90692 -2.11779 0.76032 -0.822 -1.170 -0.401 -1.315
H -3.73954 -0.28340 6.58961 -0.395 0.176 1.270 0.500
H -3.45873 -1.18560 5.13344 -0.076 -0.282 0.157 0.392
H -3.92738 0.41141 4.97682 -0.449 1.059 -0.312 0.386
H -1.70060 1.30484 7.25684 -0.131 -0.076 0.703 0.465
H -2.41228 2.15245 5.90833 0.641 -0.454 0.115 0.316
H -0.66594 1.91880 6.02871 0.496 -0.088 -0.366 0.424
H -1.56373 -1.16716 7.24757 0.022 0.431 0.059 0.447
H 0.02142 -0.82376 6.53490 -1.407 -0.013 -0.879 0.254
H -1.24422 -1.93798 5.80457 0.432 -0.330 -0.534 0.421
H -1.71134 2.42696 3.81264 0.038 -0.896 0.457 0.168
H -1.12431 -1.94110 3.72011 -0.234 0.098 0.476 0.325
H -2.55162 -2.56744 0.18709 0.503 -0.047 0.143 0.337
H -1.12939 -3.22384 -0.67236 0.148 -0.268 0.148 0.451
H -1.45981 -1.52393 -0.68405 0.116 0.464 -0.283 0.342
H -1.87185 -3.53851 2.48523 -0.495 0.373 -0.273 0.402
H -0.21835 -3.45925 2.93003 0.319 -0.394 -0.213 0.377
H -0.72692 -4.24841 1.40252 0.421 -1.230 -0.428 0.560
H 1.11753 -1.20679 0.25958 -0.116 1.128 -0.414 0.158
H 1.17129 -2.87495 -0.00865 -0.200 -0.051 0.800 0.374
H 1.57671 -2.13045 1.60431 0.240 -0.350 0.468 0.267
Cl 2.18759 1.19074 2.43475 -0.428 0.025 0.514 -0.032
C 3.62317 1.15762 1.47354 0.025 0.014 -1.085 0.245
C 3.44502 0.91193 0.09976 0.877 0.532 0.553 -0.958
C 4.64755 0.98853 -0.60053 -0.517 -0.518 -0.123 0.421
Cl 4.53790 0.62514 -2.34088 0.271 0.252 0.230 -0.199
C 5.90053 1.22278 -0.03779 0.189 0.486 -0.203 -0.014
Cl 7.33118 1.45119 -1.00224 0.039 -0.222 -0.258 -0.248
C 6.02360 1.41428 1.33733 -0.421 -0.488 -0.432 0.309
Cl 7.57580 1.44123 2.09884 0.039 0.248 -0.029 -0.239
C 4.85302 1.39009 2.08000 0.063 -0.330 0.763 0.018
Cl 5.01154 1.50023 3.82162 -0.223 0.100 -0.048 -0.238
O -1.70475 3.43998 -3.17334 0.364 -0.256 -0.605 -0.390
C -1.95625 3.23129 -4.53190 -1.004 1.110 1.390 0.324
C -3.04656 3.86542 -5.09790 -0.713 -0.442 -1.389 -0.549
C -3.36034 3.62052 -6.46915 -0.283 0.860 1.730 -0.432
C -2.56249 2.77010 -7.18714 0.700 -0.242 0.001 -0.546
C -1.43799 2.13753 -6.59697 -1.078 0.967 0.008 -0.405
C -1.12950 2.41679 -5.26183 1.162 -1.388 -1.068 0.378
C 0.09024 1.81173 -4.55596 -2.250 -1.514 -0.174 0.223
O 0.91011 2.59891 -4.11463 1.424 0.607 0.419 -0.721
N -0.06921 0.47635 -4.42098 0.586 1.220 -0.501 -0.577
N 0.84758 -0.07514 -3.53897 0.103 -1.003 -0.277 0.269
C 1.17630 -1.27288 -3.83737 -0.093 0.522 0.587 -0.132
S 1.95554 -2.31939 -2.63006 0.164 -0.544 -0.823 0.008
C 2.45829 -3.55721 -3.89171 0.608 -0.547 -0.512 -0.646
C 1.32965 -3.70925 -4.91425 -0.647 -0.237 0.834 -0.579
S 0.80438 -2.05681 -5.40381 -0.294 0.285 -0.073 -0.131
H -2.51825 3.38422 -2.66196 -0.030 -0.015 -0.194 0.282
H -3.69782 4.47069 -4.47140 0.143 0.046 -0.129 0.350
H -4.23405 4.11178 -6.93576 0.588 -0.312 0.327 0.317
H -2.83235 2.68452 -8.22549 0.269 -0.540 -0.358 0.339
H -0.85865 1.44178 -7.19144 0.180 0.055 0.251 0.409
H 2.71595 -4.56715 -3.46149 -0.249 1.192 -0.040 0.338
H 3.33919 -3.17729 -4.46148 -0.400 -0.239 0.612 0.250
H 0.46821 -4.26173 -4.49814 0.289 0.348 0.179 0.251
H 1.60696 -4.29524 -5.78307 0.440 0.164 -0.313 0.375
```
Forces are in eV/Å.

***

(2)
DFT (ωB97M-V/def2-TZVPD) results for C45H35F7N9PdSSi2 as an isolated structure in a non-equilibrium geometry.

Output
2S+1: 1
Charge: +1
Gap between HOMO and LUMO in eV: 4.20
Energy in eV: -109728.482

XYZ file:
```
100
Properties=species:S:1:pos:R:3:forces:R:3:mulliken_charge:R:1
Pd -0.49381 -0.06341 -0.09160 -0.487 0.079 -0.012 -0.961
C -2.01968 4.01911 0.83260 -0.353 0.013 0.045 -1.175
Si -0.52387 3.01895 1.26637 0.135 -0.083 -0.145 -0.094
C 0.19407 3.43883 2.92004 0.004 0.012 0.316 -1.003
C 0.79302 3.23199 0.00410 0.267 -0.017 -0.257 -0.649
N -0.98110 1.24244 1.33574 0.011 0.311 -0.502 0.599
C -1.69655 0.70966 2.24914 -0.369 -0.347 0.818 0.741
C -2.47911 1.46593 3.23260 0.452 -0.019 -0.451 -0.935
C -3.16517 0.82654 4.17427 -0.332 -0.586 0.419 -0.816
C -3.16680 -0.64094 4.29032 -0.279 0.694 0.363 -0.946
C -2.48851 -1.40892 3.44750 0.392 -0.045 -0.629 -1.067
C -1.68880 -0.80683 2.36473 -0.579 0.317 0.714 1.450
N -0.93617 -1.44460 1.56704 0.607 -0.393 -0.465 1.006
Si -0.55512 -3.21393 1.51758 0.115 0.137 0.111 0.078
C -0.45439 -3.94894 3.21836 -0.148 -0.056 0.312 -1.461
C -1.86452 -4.06655 0.51217 -0.235 -0.031 -0.164 -0.918
C 1.10691 -3.38133 0.74413 0.299 0.022 -0.186 -0.697
H -1.69046 4.95807 0.37769 -0.027 -0.038 0.038 0.399
H -2.64140 4.27472 1.69452 0.025 -0.005 -0.064 0.477
H -2.63795 3.48361 0.10739 0.020 0.070 0.021 0.336
H 0.27038 4.52775 3.01076 0.024 -0.082 -0.004 0.410
H 1.20018 3.01971 2.99914 -0.035 0.013 0.031 0.226
H -0.38861 3.07355 3.76847 0.080 0.066 -0.021 0.414
H 1.11266 4.28124 0.02240 0.000 -0.092 0.026 0.537
H 0.44540 2.98966 -1.00110 0.078 0.045 0.071 0.103
H 1.66141 2.60496 0.22671 -0.062 0.045 -0.035 0.010
H -2.53382 2.54136 3.15110 0.043 -0.003 -0.047 0.303
H -3.76612 1.40184 4.86787 -0.012 -0.098 0.026 0.448
H -3.74845 -1.09992 5.08016 -0.019 0.102 0.001 0.458
H -2.51937 -2.48481 3.53364 0.024 0.013 -0.057 0.352
H -1.42121 -4.30652 3.58500 0.114 0.014 0.019 0.416
H -0.04050 -3.25062 3.95131 0.016 -0.066 -0.044 0.388
H 0.21119 -4.81651 3.16784 -0.025 0.061 0.022 0.422
H -2.73503 -3.43260 0.33734 -0.012 -0.038 0.013 0.055
H -2.20333 -4.96163 1.04001 0.010 0.016 -0.065 0.506
H -1.46507 -4.37871 -0.45554 -0.050 0.021 0.011 0.303
H 1.88805 -3.09964 1.45449 -0.004 0.011 -0.055 0.221
H 1.21989 -2.77567 -0.15588 0.028 -0.018 0.010 -0.030
H 1.26079 -4.43102 0.46906 -0.001 0.072 0.044 0.554
N 4.28431 0.02142 1.19800 -0.053 -0.137 0.130 -0.048
C 4.52099 0.09860 2.58984 0.034 0.009 -0.242 -0.403
C 5.80816 0.29091 3.05810 0.085 0.007 0.005 -0.766
C 6.05230 0.37099 4.42421 0.018 0.006 -0.029 -0.573
C 5.00506 0.26200 5.32159 -0.022 -0.005 0.011 -0.789
C 3.71122 0.07407 4.84665 -0.015 0.012 0.101 -0.739
C 3.46954 -0.00853 3.48797 -0.097 -0.006 0.019 1.161
S 1.81311 -0.26428 2.91147 -0.080 -0.028 -0.107 -0.195
N 1.94117 -0.23591 1.21786 -0.470 -0.051 0.568 -0.046
C 3.04988 -0.12250 0.61989 0.669 0.083 -0.297 0.831
C 3.03128 -0.14734 -0.88000 0.100 -0.081 0.127 0.141
C 4.10267 -0.62510 -1.62407 0.017 -0.030 -0.010 -1.106
C 4.00480 -0.60236 -3.00723 0.020 -0.031 -0.038 -0.650
C 2.85254 -0.10537 -3.59128 -0.016 0.015 -0.004 -0.955
C 1.82487 0.31897 -2.75941 0.041 0.004 -0.034 -0.082
N 1.91014 0.29281 -1.43505 -0.043 0.082 -0.174 0.518
H 5.07730 0.14423 0.59612 0.026 0.093 -0.057 0.216
H 6.62704 0.37821 2.35078 -0.041 -0.004 0.041 0.414
H 7.06374 0.52069 4.77819 -0.027 -0.007 -0.010 0.400
H 5.18741 0.32327 6.38660 -0.020 -0.003 -0.041 0.405
H 2.88186 -0.01048 5.54175 0.055 0.009 -0.030 0.451
H 4.97787 -1.04977 -1.14878 -0.009 0.041 0.003 0.449
H 4.81602 -0.97944 -3.61723 -0.020 0.029 0.015 0.436
H 2.74289 -0.05515 -4.66613 -0.005 -0.016 0.021 0.469
H 0.88984 0.69636 -3.16479 0.031 -0.007 0.021 0.365
F -4.89199 5.47402 -6.43706 -0.042 0.009 -0.007 -0.252
C -3.59703 5.69360 -6.14262 -0.005 -0.092 0.071 0.864
F -3.48927 6.96263 -5.73250 0.002 0.082 -0.003 -0.279
F -2.91483 5.57751 -7.29358 0.038 0.019 -0.061 -0.254
C -3.10112 4.71784 -5.11175 -0.012 0.021 -0.005 0.290
C -3.03509 3.37361 -5.44839 0.036 -0.132 0.018 -1.182
C -2.59593 2.45149 -4.51498 0.015 -0.027 -0.060 -0.464
C -2.21762 2.85466 -3.23115 0.034 -0.146 0.169 -0.045
C -2.28246 4.21132 -2.91430 -0.029 0.071 0.036 -0.239
C -2.72386 5.13825 -3.84855 0.046 -0.015 0.117 -0.739
C -1.74465 1.90253 -2.24753 -0.042 0.191 -0.271 0.924
C -1.25449 1.17592 -1.40915 0.260 -0.057 -0.076 -0.164
H -3.31775 3.05153 -6.44376 0.016 -0.001 0.049 0.400
H -2.51794 1.40935 -4.79023 -0.025 -0.098 0.004 0.623
H -1.98175 4.53500 -1.92593 -0.024 0.018 -0.088 0.327
H -2.77047 6.18816 -3.59439 0.008 -0.015 0.014 0.478
F -3.31988 -1.31522 -0.79312 -0.621 0.004 -0.386 0.113
C -4.21860 -1.32929 -1.79062 0.112 0.031 0.358 -0.242
C -5.50491 -1.08438 -1.51114 0.157 0.056 0.040 0.545
F -5.83450 -0.81749 -0.26019 -0.070 -0.012 -0.005 -0.297
C -6.55118 -1.13027 -2.52314 0.029 -0.026 -0.031 -0.065
C -6.07618 -1.42160 -3.86921 -0.105 0.012 0.079 0.200
C -4.78790 -1.65418 -4.14674 0.160 -0.015 0.013 -0.099
F -4.44865 -1.86880 -5.40899 0.239 -0.062 0.130 -0.313
C -3.75105 -1.64378 -3.12272 -0.591 0.122 -0.027 1.130
C -2.44727 -1.87807 -3.37352 1.124 -0.196 -0.300 0.853
C -1.43503 -1.72016 -2.35922 -0.701 -0.257 -0.983 0.022
N -0.59394 -1.52704 -1.61250 0.380 0.219 0.548 -0.110
C -1.88208 -2.20364 -4.66142 -0.125 0.164 0.175 -0.604
N -1.33083 -2.43264 -5.64349 -0.085 -0.023 0.103 -0.468
F -6.94720 -1.42681 -4.86090 0.026 0.009 0.116 -0.285
C -7.86078 -0.93252 -2.23507 -0.344 0.065 0.119 1.136
C -8.33142 -0.55569 -0.92218 0.084 -0.050 -0.294 -0.153
N -8.74751 -0.21889 0.09339 -0.024 -0.045 -0.025 -0.447
C -8.91936 -1.08724 -3.20294 0.130 0.028 0.180 -0.167
N -9.80957 -1.23483 -3.91347 0.052 0.045 0.061 -0.406
```
Forces are in eV/Å.